(1)
18
Properties=species:S:1:pos:R:3:forces:R:3 method="wB97M-V/def2-TZVPD" lumo_ev=0.627 homo_ev=-9.3 spin_multiplicity=1 energy_ev=-10478.0781 smiles=c1ccccc1.O.O
C 0.047238 -0.144492 1.427868 2.3 0.1 0.8
C 0.537902 -1.191343 0.631400 -3.6 1.0 -0.8
C -0.451978 -1.760233 -0.229248 2.0 -2.3 -0.8
C -1.785361 -1.616912 -0.033974 -1.4 1.4 1.1
C -2.121867 -0.489474 0.728951 -2.2 -0.6 0.1
C -1.254814 0.312200 1.413517 0.7 -0.6 -0.9
H 0.726341 0.349172 2.130789 0.0 -0.1 -0.3
H 1.519302 -1.568406 0.643707 1.1 0.0 -0.1
H -0.231231 -2.474330 -1.046903 0.7 0.2 0.9
H -2.607801 -2.316699 -0.340391 1.2 0.9 -0.3
H -3.170485 -0.303121 0.852574 -0.5 0.3 -0.1
H -1.529764 1.243314 1.873821 -0.2 0.0 0.4
H 0.676504 3.046670 -2.287719 -0.9 -1.2 3.0
H -0.040346 2.487851 -0.811888 -1.0 0.2 -0.7
O 0.732661 2.685414 -1.327952 1.9 0.8 -2.2
H 2.076841 0.919819 -1.090632 0.0 -0.1 -0.2
H 3.467526 1.424731 -1.313248 -0.1 -0.4 -0.1
O 2.928137 0.631150 -1.452199 0.1 0.4 0.3

---

(2)
99
Properties=species:S:1:pos:R:3:forces:R:3 method="wB97M-V/def2-TZVPD" lumo_ev=-2.038 homo_ev=-9.8 spin_multiplicity=1 total_charge=+1 energy_ev=-47226.4242
C -0.026455 -3.070127 -1.485111 -0.1 0.0 0.0
C -0.657451 -4.332131 -0.848815 -0.2 0.1 -0.1
C -2.200118 -4.234707 -0.759263 0.2 -0.2 -0.1
C -2.826123 -5.405012 0.028924 -0.4 0.1 -0.3
C -2.824878 -6.745804 -0.716680 0.3 0.2 0.1
N -4.269763 -5.018988 0.435664 0.7 0.1 -5.6
O -5.279634 -5.722873 -0.229348 -0.5 0.3 -0.6
C -5.941400 -4.892386 -1.228515 0.1 -0.4 -0.2
C -6.781068 -3.759874 -0.621683 0.0 0.1 0.1
H 0.355546 -3.274795 -2.492602 -0.1 0.0 0.3
H 0.805519 -2.676807 -0.888291 -0.2 -0.1 -0.2
H -0.758037 -2.253090 -1.578822 0.2 -0.2 0.1
H -0.386139 -5.222812 -1.434468 0.0 0.2 0.3
H -0.263910 -4.477077 0.171601 -0.1 -0.1 -0.4
H -2.628118 -4.207366 -1.776480 0.1 0.0 0.3
H -2.450632 -3.273141 -0.272032 0.1 -0.4 -0.3
H -2.304771 -5.520111 0.993012 -0.1 0.0 -0.3
H -3.317409 -7.540659 -0.146768 0.1 0.2 -0.1
H -3.303475 -6.663725 -1.699172 0.1 0.0 0.2
H -1.776624 -7.041039 -0.863579 -0.3 0.1 0.0
H -4.391844 -4.013093 0.272373 0.0 -0.2 -0.1
H -4.425808 -5.178731 1.442239 0.4 -1.0 -0.4
H -5.181815 -4.525604 -1.936332 -0.1 -0.1 0.2
H -6.557103 -5.627309 -1.760116 0.1 0.3 0.1
H -6.605054 -2.811928 -1.146789 -0.1 -0.3 0.1
H -6.531374 -3.591973 0.438772 -0.1 -0.1 -0.5
H -7.851353 -3.988409 -0.669570 0.3 0.0 0.0
C 1.671855 1.429767 3.728438 0.0 0.0 0.1
O 1.082500 2.357223 2.845053 0.0 0.0 0.0
C 1.990587 3.316536 2.311346 0.0 0.1 0.0
C 2.139099 3.130697 0.817980 0.0 0.0 0.0
N 2.801721 1.874386 0.517833 -0.1 -0.1 0.0
C 2.829039 1.522205 -0.896048 0.1 -0.1 0.0
C 1.492911 1.260622 -1.579011 0.0 0.1 0.1
O 0.810870 0.107359 -1.099729 0.2 0.0 -0.2
C 0.005506 0.271119 0.043759 -0.1 -0.1 -0.1
H 0.865757 0.828887 4.147377 0.0 0.0 0.0
H 2.382965 0.766891 3.221997 0.0 0.0 0.0
H 2.196852 1.932804 4.547339 0.0 0.0 0.0
H 2.963885 3.230976 2.804320 0.0 0.0 0.0
H 1.588281 4.312255 2.514379 0.0 0.0 0.0
H 2.740935 3.950942 0.413979 0.0 0.0 0.0
H 1.135719 3.213213 0.373163 0.0 0.0 0.0
H 2.358204 1.131914 1.042911 0.0 0.0 0.0
H 3.439585 0.621277 -1.000292 0.0 0.0 0.0
H 3.341799 2.322993 -1.436547 0.0 0.0 0.0
H 1.684052 1.078989 -2.638567 0.0 0.0 0.0
H 0.826195 2.129446 -1.515182 0.0 0.0 0.0
H -0.454383 1.263569 0.101034 0.1 0.0 -0.1
H 0.544631 0.086286 0.977332 0.0 0.1 0.0
H -0.774957 -0.484352 -0.029944 0.0 0.1 0.1
C -3.626695 -5.556245 3.656578 0.4 -0.6 0.6
O -4.313594 -4.961858 2.565471 -0.1 0.6 6.2
C -5.487936 -4.224865 2.934902 -0.8 0.7 0.3
C -5.300495 -2.767204 2.582583 0.2 0.0 0.2
N -4.325023 -2.098871 3.427775 -0.3 -0.1 0.0
C -3.881800 -0.826542 2.860283 0.1 0.0 -0.2
C -3.122475 -1.011121 1.557825 0.2 0.1 -0.1
O -1.837293 -1.593186 1.719501 -0.1 0.3 0.0
C -1.777270 -2.952591 2.045839 0.1 0.0 0.2
H -2.831002 -6.173600 3.243292 0.0 0.0 0.0
H -3.188470 -4.806211 4.321597 -0.1 0.0 -0.2
H -4.294207 -6.191679 4.243806 0.0 0.0 -0.1
H -5.712994 -4.348756 3.996587 0.2 -0.1 -0.1
H -6.325225 -4.628278 2.359176 0.0 -0.1 0.1
H -6.253152 -2.237238 2.674623 -0.1 -0.1 -0.1
H -5.031502 -2.754960 1.510958 -0.1 0.3 0.3
H -3.521992 -2.690342 3.580540 -0.1 0.0 0.1
H -3.247749 -0.292829 3.569813 0.0 -0.1 0.1
H -4.761904 -0.200829 2.682603 0.0 0.0 0.0
H -2.943277 -0.054874 1.066275 0.0 0.0 0.1
H -3.722242 -1.622884 0.868203 0.2 0.1 -0.1
H -2.654239 -3.488362 1.677169 0.2 0.1 0.1
H -1.717482 -3.129742 3.125118 0.1 0.1 0.1
H -0.872263 -3.361820 1.594411 -0.1 0.1 0.1
C 8.480656 6.776173 -3.898692 0.1 0.0 0.0
O 7.875602 7.175430 -2.687861 -0.1 0.0 0.0
C 7.005530 8.293123 -2.807236 0.0 0.1 0.0
C 5.582185 7.887967 -2.493819 0.0 0.0 0.0
N 5.074986 6.976965 -3.504168 0.1 -0.1 0.0
C 3.769089 6.406853 -3.218921 0.0 0.0 0.0
C 3.636093 5.520239 -1.985187 -0.1 0.0 0.0
O 4.350804 4.299507 -2.073589 0.0 0.1 0.0
C 5.709506 4.351805 -1.677295 0.0 -0.1 0.1
H 9.199315 5.995660 -3.655511 0.0 0.0 0.0
H 7.752683 6.379652 -4.615476 0.0 0.0 0.0
H 9.011839 7.607665 -4.373642 0.0 0.0 0.0
H 7.066728 8.717250 -3.814218 0.0 0.0 0.0
H 7.327952 9.055273 -2.092932 0.0 0.0 0.0
H 4.954886 8.785158 -2.477601 0.0 0.0 0.0
H 5.572572 7.463285 -1.479333 0.0 0.0 0.0
H 5.746433 6.232705 -3.645007 0.0 0.0 0.0
H 3.463226 5.818418 -4.087246 0.0 0.0 0.0
H 3.049049 7.227464 -3.121918 0.0 0.0 0.0
H 2.581546 5.245900 -1.888001 0.0 0.0 0.0
H 3.918539 6.049598 -1.066545 0.0 0.0 0.0
H 5.867315 5.096302 -0.891322 0.0 0.0 0.0
H 6.377169 4.579326 -2.512132 0.0 0.0 0.0
H 5.971778 3.368426 -1.286633 0.0 0.0 0.0

---

(3)
7
Properties=species:S:1:pos:R:3:forces:R:3 method="wB97M-V/def2-TZVPD" lumo_ev=-2.035 homo_ev=-9.3 spin_multiplicity=1 energy_ev=-227327.9746
Si -0.811725 -0.117027 0.592291 0.9 0.0 -0.8
P 1.915320 -0.537395 -0.718875 -2.2 -0.6 1.1
Br -1.802433 -1.771628 -0.524800 0.1 -0.1 0.4
Br -1.390184 -0.108094 2.808971 0.6 -0.2 -1.1
Br -1.897233 1.676118 -0.214159 0.5 -0.1 0.2
H 2.502447 0.577016 -0.187819 0.6 0.8 0.8
H 1.483806 0.281011 -1.755611 -0.4 0.1 -0.6

---

(4)
104
Properties=species:S:1:pos:R:3:forces:R:3 method="wB97M-V/def2-TZVPD" lumo_ev=-1.084 homo_ev=-8.1 spin_multiplicity=1 energy_ev=-77679.4286 smiles="CCOCCCCC[C@@H]1C(=O)N[C@H](CC(=O)c2ccccc2)[C@@H]1P(C)O.O=C1c2ccccc2C(=O)c2ccccc21.O=C1c2ccccc2C(=O)c2ccccc21"
C 2.190172 -1.925018 1.770213 0.3 0.4 -0.3
C 3.751807 -1.577329 1.889224 -2.0 -0.6 0.7
O 4.026849 -0.602564 0.886030 0.9 -1.4 0.1
C 5.171576 -0.908791 0.077525 0.7 1.2 -1.0
C 6.345480 0.065786 0.467452 0.2 -0.5 0.1
C 6.376539 1.408492 -0.364246 1.0 -0.4 0.5
C 7.004816 2.544722 0.542412 0.6 0.5 -0.5
C 6.398139 3.970187 0.312918 0.3 0.5 0.2
C 4.848303 4.098040 0.523467 -0.4 0.9 0.2
C 4.271912 5.300135 1.428186 -0.1 -0.9 0.5
O 4.799525 6.324850 1.753518 -0.1 -0.6 -0.3
N 2.914322 4.924658 1.868540 0.2 -0.4 -0.3
C 2.595949 3.694391 1.089752 0.4 0.1 -0.8
C 1.265194 2.923710 1.348810 0.0 0.8 0.7
C 1.091265 1.610709 0.529587 -1.1 -1.0 0.2
O 1.804235 1.224580 -0.369248 -0.1 0.9 0.4
C -0.167504 0.730213 0.876790 -0.4 0.2 0.7
C -0.590901 0.687610 2.272172 -2.1 -1.6 -1.2
C -1.791726 -0.094262 2.633773 1.4 0.5 -2.7
C -2.493449 -0.787621 1.563932 1.1 0.4 -0.3
C -2.040655 -0.775918 0.150953 1.6 1.4 1.5
C -0.850772 0.000189 -0.207881 -0.9 -0.1 2.7
C 3.985838 2.940085 1.145514 -1.2 0.1 -1.1
P 4.567899 2.237227 2.803770 1.0 -1.2 0.0
C 3.146038 2.067346 4.015746 -0.1 0.8 0.7
O 5.616280 3.389046 3.533676 -1.5 -0.5 -0.1
H 2.000523 -2.981684 1.455964 0.2 0.8 0.5
H 1.763065 -1.276561 0.950750 0.4 -0.6 0.9
H 1.650445 -1.681026 2.727128 0.4 -0.4 -1.0
H 4.345358 -2.522398 1.803495 -0.2 0.9 -0.2
H 3.888314 -1.204729 2.943535 0.3 0.1 -1.1
H 4.876255 -0.674736 -0.990034 0.2 -0.3 1.0
H 5.487654 -1.982852 0.080624 -0.4 0.8 0.4
H 7.362511 -0.414515 0.350060 -1.1 0.3 0.0
H 6.251536 0.263273 1.573658 -0.1 0.0 -1.2
H 5.403566 1.676006 -0.842903 0.6 -0.2 0.7
H 7.100324 1.225982 -1.212717 -0.9 0.3 0.7
H 7.035062 2.292679 1.640923 -0.4 0.1 -1.2
H 8.096421 2.611206 0.251547 -1.1 0.0 0.4
H 6.919177 4.729819 0.961452 -0.5 -0.8 -0.5
H 6.625587 4.292021 -0.745301 -0.3 -0.4 1.0
H 4.445325 4.391275 -0.491817 0.0 -0.8 0.9
H 2.878503 4.718398 2.875342 0.2 0.6 -0.4
H 2.431048 4.133576 0.059346 0.5 -1.0 0.7
H 1.092496 2.755352 2.447028 0.2 0.0 -1.1
H 0.421262 3.609622 1.034616 0.7 -0.8 0.3
H -0.079700 1.200841 3.118498 -0.3 -0.3 -1.1
H -2.123603 -0.097829 3.694126 0.1 -0.2 -1.0
H -3.403131 -1.362637 1.866579 0.9 0.5 -0.6
H -2.559435 -1.314984 -0.677097 0.3 0.4 1.1
H -0.458592 0.067486 -1.251501 -0.4 -0.2 1.1
H 3.923447 2.010091 0.527073 0.2 0.8 0.5
H 2.293722 1.439356 3.645833 0.8 0.7 0.1
H 2.817349 3.082316 4.380310 -0.1 -1.0 -0.3
H 3.547376 1.526692 4.922399 -0.2 0.5 -1.0
H 5.910620 2.932392 4.343153 0.1 0.4 -0.4
C 3.458811 -4.532252 -1.182108 -0.1 -0.1 -0.1
C 3.703330 -5.825342 -1.636714 -0.1 0.0 0.0
C 2.816589 -6.433506 -2.513249 0.2 0.0 0.1
C 1.674685 -5.755364 -2.929925 0.1 0.1 0.2
C 1.417570 -4.468118 -2.455067 0.1 -0.1 0.0
C 2.318981 -3.855107 -1.589271 0.2 0.1 0.1
C 0.179235 -3.750651 -2.851452 -0.1 0.6 0.2
O -0.044351 -2.627192 -2.441257 0.0 -0.1 0.0
C -0.785485 -4.432308 -3.750463 -0.1 -0.1 -0.1
C -1.978109 -3.797528 -4.086602 -0.2 0.0 -0.1
C -2.880500 -4.420252 -4.936531 0.1 0.0 0.0
C -2.591514 -5.676634 -5.462228 0.1 0.0 0.1
C -1.407217 -6.315598 -5.126071 -0.2 0.0 -0.1
C -0.505461 -5.700124 -4.262200 -0.2 0.1 0.0
C 0.741981 -6.408603 -3.881719 0.2 -0.6 -0.2
O 0.993101 -7.507622 -4.337313 0.0 0.1 0.1
H 4.157030 -4.054460 -0.504083 0.0 0.0 0.0
H 4.588175 -6.357984 -1.307877 0.0 0.0 0.0
H 3.013306 -7.437980 -2.868630 -0.1 0.1 -0.1
H 2.131496 -2.850287 -1.227682 -0.1 -0.1 -0.1
H -2.206564 -2.818324 -3.682921 0.2 -0.1 0.0
H -3.810604 -3.926161 -5.192643 0.1 0.0 0.0
H -3.294028 -6.159114 -6.131829 0.0 0.0 0.0
H -1.188585 -7.295345 -5.533762 0.1 0.1 0.1
C -11.352919 2.107909 1.043039 0.1 0.0 0.0
C -11.401076 1.776398 -0.308326 0.1 0.0 0.0
C -10.226148 1.565707 -1.014968 -0.2 0.0 0.0
C -8.996626 1.697349 -0.376064 -0.2 0.1 0.2
C -8.947976 2.053381 0.972936 -0.2 0.0 -0.1
C -10.129929 2.246864 1.682607 -0.2 0.0 0.0
C -7.643793 2.245559 1.656551 0.0 0.2 0.6
O -7.601161 2.551454 2.832857 0.0 0.0 -0.1
C -6.394608 2.066061 0.876577 0.2 0.0 -0.1
C -5.162681 2.296469 1.486038 0.1 0.0 0.0
C -3.991437 2.119519 0.764193 -0.1 0.2 0.5
C -4.042264 1.703668 -0.548764 -0.1 -0.1 -0.6
C -5.259985 1.471819 -1.169469 0.1 0.0 0.0
C -6.443333 1.664029 -0.460510 0.2 0.0 0.1
C -7.746037 1.451863 -1.137399 0.0 -0.2 -0.6
O -7.789861 1.088518 -2.297468 0.0 0.0 0.1
H -12.271988 2.263322 1.596141 0.1 0.0 0.0
H -12.357165 1.680392 -0.809673 0.1 0.0 0.0
H -10.268436 1.302761 -2.065231 0.2 0.0 0.1
H -10.097161 2.510208 2.733045 0.2 0.0 -0.1
H -5.116342 2.617191 2.520082 -0.2 0.0 -0.1
H -3.031402 2.303423 1.233376 -0.1 0.0 0.0
H -3.121045 1.560575 -1.099937 -0.1 0.0 0.0
H -5.288114 1.146509 -2.202689 -0.2 0.0 0.1

---

(5)
14
Properties=species:S:1:pos:R:3:forces:R:3 method="wB97M-V/def2-TZVPD" lumo_ev=0.693 homo_ev=-9.8 spin_multiplicity=1 energy_ev=-9742.8013 smiles="[H]/N=C/NC(=O)NC"
C -1.952725 1.219855 0.343250 -0.2 0.1 0.0
N -0.663131 0.621909 0.062079 0.1 0.0 0.1
C -0.212197 -0.401576 0.863928 -0.1 0.0 0.1
O -0.815152 -0.834189 1.826507 0.2 0.1 -0.4
N 1.017711 -0.919369 0.456699 0.1 -0.1 0.0
C 1.540840 -0.814194 -0.820624 0.1 0.0 0.0
N 2.714199 -1.208411 -1.097275 -0.3 0.1 -0.1
H -2.720157 0.442677 0.318663 0.1 0.1 0.0
H -2.165431 1.948982 -0.441912 0.0 -0.1 0.1
H -1.989580 1.712497 1.321718 0.0 -0.1 -0.1
H 0.046387 1.230276 -0.319321 -0.1 -0.1 0.0
H 1.476573 -1.546899 1.105454 -0.1 0.1 -0.1
H 0.828048 -0.380073 -1.528597 0.2 -0.1 0.0
H 2.894614 -1.071483 -2.090569 0.0 -0.1 0.2

---

(6)
31
Properties=species:S:1:pos:R:3:forces:R:3 method="wB97M-V/def2-TZVPD" lumo_ev=-4.531 homo_ev=-14.1 spin_multiplicity=1 total_charge=+1 energy_ev=-19846.9869 smiles="C[C@H](O)CN1CO[C@@H](CCF)NC1=[NH2+]"
C 4.079740 0.246431 -0.564435 -0.4 0.1 0.1
C 2.554990 0.411612 -0.456425 1.0 0.2 0.0
O 2.223735 1.691541 0.046431 -0.6 -0.2 -0.2
C 2.040044 -0.727117 0.419870 -0.4 -0.4 0.0
N 0.562142 -0.954986 0.408062 0.3 2.3 -0.3
C 0.062559 -1.294261 -0.973692 -0.8 -1.1 0.0
O -1.316214 -1.422266 -1.041874 0.2 0.1 0.1
C -1.937333 -0.295699 -0.454755 -0.6 -0.1 0.3
C -3.435394 -0.334317 -0.651995 0.2 0.2 0.4
C -4.048964 1.027026 -0.330636 0.1 -0.2 0.1
F -5.206784 1.192462 -1.052055 -0.1 0.0 -0.1
N -1.624981 -0.304712 0.986226 0.8 0.7 -0.9
C -0.218469 -0.209705 1.171554 -0.3 -1.0 0.0
N 0.225762 0.598085 2.169877 0.3 -0.5 0.0
H 4.340319 -0.447191 -1.357113 0.1 -0.2 0.0
H 4.503171 1.214489 -0.803926 0.1 0.1 -0.1
H 4.495731 -0.100933 0.378880 0.2 0.0 0.1
H 2.166175 0.379235 -1.467247 -0.3 0.0 -0.1
H 2.678157 1.805947 0.882593 0.2 0.2 0.2
H 2.337827 -0.563819 1.446606 0.1 0.1 0.2
H 2.514131 -1.651099 0.101576 -0.1 -0.2 -0.1
H 0.484593 -2.252224 -1.254966 0.2 -0.1 0.0
H 0.379680 -0.517724 -1.663864 0.3 0.2 0.2
H -1.548164 0.642827 -0.859484 0.3 0.0 -0.2
H -3.858083 -1.054893 0.043419 -0.1 -0.4 -0.2
H -3.656040 -0.619410 -1.674643 -0.1 0.0 -0.1
H -4.300765 1.095005 0.723754 0.0 0.1 0.1
H -3.361283 1.838907 -0.567688 0.0 0.1 -0.2
H -1.862404 -1.242655 1.308366 -0.4 0.1 0.4
H 0.677672 0.266325 3.001283 0.4 -0.1 -0.1
H 0.048450 1.583121 2.086303 -0.6 0.1 0.3